[1]
The following is a quantum chemistry calculation of a single C6H14N2 molecule, from OMol25.

Positions of all 22 atoms, in Å:
H -3.87 0.89 1.84
N -2.92 0.63 1.54
N -2.81 0.34 0.35
C -1.07 0.47 -0.07
C -0.78 1.39 -1.24
C -0.72 -0.95 -0.18
C 1.08 -0.96 0.12
C 1.46 -0.25 1.39
C 2.00 -0.63 -1.05
H -0.72 0.96 0.84
H 0.25 1.76 -1.19
H -0.96 0.90 -2.20
H -1.40 2.29 -1.17
H -1.12 -1.54 0.65
H -0.99 -1.40 -1.14
H 1.17 -2.04 0.27
H 1.79 0.78 1.25
H 0.61 -0.15 2.09
H 2.23 -0.83 1.92
H 1.74 -1.20 -1.94
H 2.00 0.44 -1.28
H 3.04 -0.89 -0.81

Values from the calculation:
HOMO-LUMO gap: 0.3332 hartree
energy relative to the best compared isomer or geometry (same formula, charge and spin): 310.1 kJ/mol
multiplicity: 1
structure (SMILES): [H]/N=N/[C@H](C)CC(C)C
LUMO level: 1.1 eV


[2]
The following is a quantum chemistry calculation of a 7-piece molecular cluster, C51H40F5N3O27 overall, from OMol25.

Positions of all 126 atoms, in Å:
C 3.30 -2.52 0.94
C 1.72 -2.28 1.30
N 1.03 -2.09 -0.02
C -0.39 -1.69 0.12
N -0.94 -1.32 -1.24
C -0.43 -2.08 -2.17
O -0.10 -2.95 -3.00
O -0.47 -0.46 0.93
C -0.57 0.72 0.12
O 0.42 1.25 -0.49
C -2.03 1.44 0.02
C -1.88 3.05 0.07
N -2.08 3.69 -1.25
C -1.34 -2.77 0.85
F -1.51 -2.29 2.22
F -0.79 -4.09 0.94
C -2.84 -2.81 0.24
C -3.17 -3.57 -1.11
C -4.58 -3.62 -1.78
C -5.78 -2.88 -1.10
C -5.48 -2.16 0.28
C -6.71 -1.44 0.99
F -7.92 -2.04 0.52
F -6.62 -1.70 2.40
F -6.76 -0.03 0.77
C -4.07 -2.11 0.96
H 3.74 -1.54 0.49
H 3.34 -3.28 0.06
H 3.91 -2.89 1.84
H 1.70 -1.35 1.98
H 1.39 -3.22 1.87
H 1.56 -1.30 -0.47
H -2.61 1.03 0.94
H -2.63 1.07 -0.90
H -0.82 3.28 0.47
H -2.64 3.42 0.86
H -3.04 3.61 -1.59
H -1.40 3.36 -1.95
H -2.26 -4.07 -1.61
H -4.65 -4.18 -2.79
H -6.80 -2.90 -1.62
H -3.97 -1.56 1.95
O 6.26 1.03 -5.12
C 5.42 0.70 -4.30
C 4.66 -0.55 -4.42
C 3.74 -0.88 -3.51
O 3.03 -2.04 -3.61
C 3.44 0.01 -2.36
O 2.57 -0.30 -1.56
C 4.21 1.25 -2.22
C 5.14 1.57 -3.13
O 5.87 2.72 -3.02
H 4.89 -1.19 -5.27
H 2.42 -2.04 -2.85
H 4.00 1.88 -1.37
H 6.47 2.73 -3.79
O -5.54 2.91 -4.72
C -6.46 2.39 -4.11
C -7.79 2.20 -4.69
C -8.77 1.64 -3.98
O -10.01 1.45 -4.52
C -8.56 1.21 -2.57
O -9.49 0.72 -1.95
C -7.22 1.38 -1.99
C -6.24 1.93 -2.71
O -4.99 2.10 -2.18
H -7.93 2.52 -5.72
H -10.54 1.04 -3.81
H -7.08 1.04 -0.97
H -4.46 2.52 -2.89
O 3.99 -2.97 3.92
C 3.65 -2.94 5.09
C 2.50 -3.69 5.60
C 2.15 -3.62 6.88
O 1.09 -4.32 7.37
C 2.91 -2.77 7.84
O 2.54 -2.71 9.01
C 4.07 -2.03 7.34
C 4.43 -2.10 6.06
O 5.51 -1.42 5.59
H 1.96 -4.31 4.89
H 1.04 -4.10 8.32
H 4.62 -1.43 8.06
H 5.56 -1.64 4.63
O -3.07 3.51 3.14
C -2.71 4.20 4.09
C -1.95 5.44 3.91
C -1.55 6.15 4.97
O -0.85 7.31 4.82
C -1.87 5.71 6.36
O -1.48 6.38 7.31
C -2.65 4.48 6.53
C -3.04 3.77 5.48
O -3.77 2.63 5.62
H -1.73 5.75 2.90
H -0.69 7.63 5.73
H -2.88 4.18 7.55
H -3.93 2.30 4.71
O 6.80 -1.90 2.71
C 7.52 -2.62 2.03
C 8.06 -2.18 0.74
C 8.83 -3.00 0.01
O 9.33 -2.60 -1.19
C 9.17 -4.37 0.48
O 9.86 -5.09 -0.21
C 8.66 -4.79 1.79
C 7.89 -3.98 2.52
O 7.41 -4.36 3.74
H 7.80 -1.19 0.40
H 9.85 -3.36 -1.52
H 8.93 -5.78 2.13
H 6.88 -3.60 4.06
O 0.15 2.35 -8.78
C -0.32 2.48 -7.66
C 0.51 2.41 -6.45
C -0.04 2.53 -5.24
O 0.72 2.47 -4.11
C -1.51 2.75 -5.07
O -1.98 2.84 -3.95
C -2.33 2.84 -6.28
C -1.78 2.72 -7.49
O -2.53 2.81 -8.63
H 1.57 2.25 -6.58
H 0.10 2.59 -3.37
H -3.39 3.02 -6.15
H -1.91 2.69 -9.37

Values from the calculation:
HOMO-LUMO gap: 0.2619 hartree
multiplicity: 1
structure (SMILES): CCN[C@](N=C=O)(OC(=O)CCN)C(F)(F)c1cccc(C(F)(F)F)c1.O=C1C=C(O)C(=O)C=C1O.O=C1C=C(O)C(=O)C=C1O.O=C1C=C(O)C(=O)C=C1O.O=C1C=C(O)C(=O)C=C1O.O=C1C=C(O)C(=O)C=C1O.O=C1C=C(O)C(=O)C=C1O
LUMO level: -1.8 eV


[3]
The following is a quantum chemistry calculation of a 2-piece molecular cluster, C3H7N2S overall, from OMol25.

Positions of all 13 atoms, in Å:
C 2.14 1.06 0.00
C 2.39 -0.27 -0.22
C 0.60 1.17 0.13
N 0.03 0.01 0.06
N -2.54 -0.82 -0.13
S 1.03 -1.32 -0.19
H 2.84 1.89 0.09
H 3.46 -0.72 -0.16
H 0.12 2.02 0.75
H -1.03 -0.20 0.11
H -3.12 -0.04 -0.58
H -3.02 -1.09 0.84
H -2.90 -1.69 -0.70

Values from the calculation:
HOMO-LUMO gap: 0.3697 hartree
energy relative to the best compared isomer or geometry (same formula, charge and spin): 125.8 kJ/mol
multiplicity: 1
total charge: +1
LUMO level: -4.3 eV